Entry w
13
Properties=species:S:1:pos:R:3 method="wB97M-V/def2-TZVPD" homo_energy_ev=-10.31 charge=0 lumo_ev=0.50
O 0.9244 -0.7924 -0.7626
C 1.1836 -0.2209 0.2724
N 0.7911 -0.6616 1.5085
C -0.3949 -1.4718 1.6522
O -1.5044 -0.7514 2.1380
H 1.8783 0.6302 0.2344
H 1.0626 -0.0277 2.2532
H -0.6116 -1.8351 0.6543
H -0.2144 -2.3222 2.3137
H -1.2069 -0.1543 2.8417
H -0.5604 2.8329 -3.6279
H -0.9224 2.0107 -4.9022
O -0.4248 2.7635 -4.5757

Entry x
13
Properties=species:S:1:pos:R:3 method="wB97M-V/def2-TZVPD" homo_energy_ev=-10.38 charge=0 lumo_ev=0.68
N 1.2532 0.8240 -0.5074
C 2.1175 0.1848 0.5586
O 1.5291 -1.0130 0.9746
H 0.7317 1.4845 0.0703
H 1.8350 1.4078 -1.0910
H 3.0702 -0.0044 0.0538
H 2.2562 0.8502 1.4070
H 0.9571 -1.3370 0.2495
O -2.3336 0.8880 0.0653
C -2.0292 -0.2448 -0.1938
O -0.9513 -0.6545 -0.8388
H -2.7498 -1.0079 0.1440
H -0.2165 0.0170 -0.7249

Entry y
13
Properties=species:S:1:pos:R:3 method="wB97M-V/def2-TZVPD" homo_energy_ev=-9.54 charge=0 lumo_ev=0.57
O -1.7446 -0.2445 1.4417
C -1.9369 0.2607 0.2939
N -1.1170 -0.1896 -0.6924
C 0.1122 -0.9110 -0.5145
O 0.5462 -1.0219 0.8129
H -2.8903 0.8131 -0.0556
H -1.5210 0.0244 -1.6001
H 0.8152 -0.3423 -1.1444
H -0.0894 -1.9955 -0.7640
H -0.0271 -0.2787 1.1524
H 2.7245 1.4710 -0.4429
H 2.6745 0.8683 1.0630
O 2.4536 1.5461 0.4499

Entry z
13
Properties=species:S:1:pos:R:3 method="wB97M-V/def2-TZVPD" homo_energy_ev=-10.31 charge=0 lumo_ev=0.52
O 0.5155 -0.3555 2.1218
C 0.7399 -1.0526 1.1749
O 1.0078 -2.3810 1.2790
C 0.6236 -0.6583 -0.2715
N 0.2986 0.7471 -0.5044
H 1.3688 -2.4906 2.1721
H -0.2227 -1.2625 -0.5994
H 1.5048 -0.9218 -0.8349
H 0.0971 1.1521 0.4080
H 1.1330 1.2660 -0.7185
H -2.5248 1.2247 -1.4461
H -1.9148 2.5720 -1.1428
O -2.6269 2.1604 -1.6384

Most stable to least stable: entry z, entry x, entry w, entry y

Entry w
13
Properties=species:S:1:pos:R:3 method="wB97M-V/def2-TZVPD" homo_energy_ev=-9.09 charge=0 lumo_ev=0.12
H -0.3118 -0.3331 -1.1178
O 0.6021 -0.4605 -1.9726
N -1.0940 -0.2882 -0.1023
H 0.5779 0.1274 -2.8093
H -1.6006 -1.1454 -0.1070
H -1.9017 0.2990 -0.4221
C -0.4873 0.0839 1.2149
H -0.8246 1.0577 1.6229
H -0.5071 -0.7455 2.0529
C 1.0132 0.3725 1.0370
O 1.8676 -0.0179 1.8309
O 1.3866 0.9606 -0.0868
H 1.2796 0.0894 -1.1404

Entry x
13
Properties=species:S:1:pos:R:3 method="wB97M-V/def2-TZVPD" homo_energy_ev=-9.42 charge=0 lumo_ev=-5.64
O -1.7112 0.3243 -1.4542
C -1.6588 1.4789 -0.9581
O -1.4906 1.9124 0.1791
C -0.0315 -0.6078 1.1720
N 0.2080 -1.4977 0.0456
H -1.6840 2.3046 -1.7085
H -1.1079 -0.4388 1.2421
H 0.4468 0.4102 0.9618
H 0.4524 -1.1968 2.0077
H 3.1985 0.0058 -0.5632
H 1.2417 -1.3608 -0.0643
H -0.2582 -1.0318 -0.7422
O 2.3948 -0.3025 -0.1177

Most stable to least stable: entry w, entry x

Entry w
17
Properties=species:S:1:pos:R:3 method="wB97M-V/def2-TZVPD" homo_energy_ev=-8.94 charge=0 lumo_ev=0.56
C -2.2441 -0.2804 0.8555
C -1.5317 -0.6486 -0.4027
C 0.0024 -0.7672 -0.2991
C 1.9583 -1.5064 -0.1056
C 2.0573 -0.1708 -0.1017
C 0.4655 1.7080 -0.4000
H -2.0865 -0.9694 1.6545
H -3.1282 -0.1375 0.6480
H -1.8119 0.6982 1.6713
H 2.5552 -2.3948 -0.0398
H 2.8656 0.5037 -0.2065
H -0.5490 1.9241 -1.1312
H 0.5392 2.1424 0.6733
H 1.4949 2.2145 -1.0024
N 0.6399 -1.8572 -0.1402
N 0.8321 0.3081 -0.2392
O -2.0589 -0.7667 -1.4343

Entry x
17
Properties=species:S:1:pos:R:3 method="wB97M-V/def2-TZVPD" homo_energy_ev="-7.94 / -9.48" charge=0 lumo_ev="-1.46 / -0.55"
C 1.3730 -2.1739 -0.4832
C -0.8842 -1.5046 0.1660
C 0.5843 -1.5957 0.5392
C 1.4122 -0.3431 0.0256
C 1.6247 1.0301 0.4874
C -2.0528 0.5216 -0.6130
N 2.0419 -1.0634 -0.8868
N -1.0402 -0.5314 -0.7247
O -1.6836 -2.3210 0.6400
H 1.6277 -3.2912 -0.7166
H 0.6729 -1.9841 1.5525
H 0.6806 1.5525 0.7451
H 1.9594 1.6419 -0.3323
H 2.2419 0.9737 1.3145
H -3.1867 0.2315 -0.2361
H -1.5065 1.3548 -0.0753
H -2.0257 0.9351 -1.6323

Most stable to least stable: entry w, entry x